DFT (ωB97M-V/def2-TZVPD) results for a structure of composition C9H27N7O5Zn in a non-equilibrium geometry.

F_max in eV/Å: 5.39
Orbital gap in Eh: 0.4142
Net charge: +2
E_HOMO in eV: -15.99
Lowest unoccupied orbital energy in eV: -4.723

Atoms and positions in Å:
Zn (-0.013, 0.060, -0.249)
C (-0.373, -0.040, 2.858)
O (-0.172, 0.228, 1.729)
N (-1.572, -0.289, 3.326)
N (0.513, -0.129, 3.808)
H (-1.712, -0.454, 4.312)
H (-2.384, -0.330, 2.727)
H (1.396, 0.261, 3.511)
H (0.325, -0.398, 4.763)
C (1.486, 2.839, 0.135)
O (1.030, 1.733, -0.182)
N (0.892, 4.006, 0.182)
N (2.645, 2.897, 0.728)
H (1.565, 4.746, 0.324)
H (-0.069, 4.055, -0.124)
H (3.014, 3.827, 0.866)
H (3.161, 2.039, 0.863)
C (-1.407, -2.837, 0.310)
O (-1.035, -1.680, -0.036)
N (-2.011, -3.080, 1.427)
N (-1.176, -3.840, -0.441)
H (-2.360, -4.026, 1.487)
H (-2.214, -2.367, 2.113)
H (-0.848, -3.728, -1.390)
H (-1.697, -4.661, -0.169)
C (2.317, -1.753, 0.698)
O (1.744, -0.870, -0.257)
C (2.197, -1.187, -1.612)
C (1.523, -0.180, -2.607)
N (0.085, -0.178, -2.294)
C (-0.424, 1.040, -2.915)
C (-1.748, 1.343, -2.147)
O (-1.525, 1.189, -0.758)
C (-2.756, 1.443, -0.060)
H (1.901, -1.473, 1.666)
H (3.407, -1.771, 0.724)
H (2.101, -2.802, 0.497)
H (1.931, -2.185, -1.958)
H (3.277, -1.123, -1.485)
H (1.726, -0.561, -3.608)
H (2.007, 0.792, -2.511)
H (-0.231, -0.954, -2.858)
H (-0.656, 0.744, -3.938)
H (0.206, 1.925, -2.823)
H (-2.542, 0.723, -2.563)
H (-2.172, 2.311, -2.415)
H (-2.996, 2.489, -0.253)
H (-2.742, 1.333, 1.024)
H (-3.610, 0.871, -0.423)